No. 1
{"formula": "C49H42F11O2", "method": "ωB97M-V/def2-TZVPD", "symbols": ["C", "H", "H", "O", "C", "C", "C", "F", "H", "C", "F", "C", "C", "H", "H", "C", "C", "C", "C", "C", "H", "H", "C", "H", "C", "F", "C", "C", "H", "C", "H", "C", "H", "O", "H", "C", "H", "H", "H", "H", "C", "H", "H", "C", "C", "C", "H", "C", "F", "H", "C", "F", "H", "C", "C", "F", "H", "C", "C", "C", "F", "C", "F", "H", "H", "C", "H", "H", "C", "C", "C", "H", "C", "F", "H", "C", "H", "H", "F", "C", "F", "C", "C", "C", "H", "H", "C", "H", "H", "H", "C", "C", "H", "C", "H", "H", "H", "C", "C", "H", "H", "H", "C", "C"], "positions_angstrom": [[-3.338581, 6.642453, -6.244359], [-9.969528, 5.914152, 1.249407], [-3.901850, -5.715312, 4.815251], [10.442722, -4.494299, -2.313502], [-1.806012, 5.149334, -4.469791], [-1.786390, -1.386142, 1.357909], [-1.211410, -3.576640, 6.576596], [-2.729768, -3.955870, 3.322632], [9.496869, -1.840295, -1.766865], [4.705500, -4.180036, -1.306622], [-8.612027, 2.198045, 2.623652], [-3.900146, 5.560132, -5.579608], [0.982730, 2.045304, -1.629830], [8.434997, -2.850380, -2.771296], [-7.357824, 3.689930, 0.921133], [-3.147481, -5.126883, 5.321185], [-9.207048, 7.813125, 1.892763], [0.391793, 4.735416, -1.673467], [-7.321346, 2.028185, 2.261990], [-4.691042, 1.683525, 1.521436], [1.793556, -2.576329, 0.543396], [-8.243928, 9.551469, 2.730963], [7.666884, -2.464909, -0.712280], [10.745275, -7.676936, -1.402744], [6.353661, -2.286711, -1.340562], [3.279539, -7.116935, -0.530740], [-1.892047, -4.554249, 7.291064], [-5.434562, 2.720857, 0.974949], [-3.656987, 1.548589, 1.229279], [-3.134392, 4.816246, -4.691361], [-1.559188, 7.830330, -6.520651], [8.805194, -2.694991, -1.752946], [-3.933677, 7.220236, -6.939458], [12.320462, -5.695804, -2.126076], [-2.781895, -1.031492, 1.595618], [-1.265804, 6.231697, -5.135116], [1.500112, 4.793965, -3.511307], [-3.571625, 3.975006, -4.169648], [-4.693347, 0.009413, 2.865569], [-9.892984, 8.384272, 1.280893], [2.948906, -5.972023, -1.148037], [4.068449, -6.738992, -3.444234], [0.158066, 5.793004, -1.689646], [5.757386, -3.550308, -1.940918], [-2.456846, -4.154213, 4.626076], [-6.595708, 0.995263, 2.820377], [-4.935495, 5.296841, -5.754766], [9.576198, -3.942954, -1.281045], [-0.999636, 0.832891, 1.474027], [-2.344602, -3.445907, 1.203718], [-2.013125, 6.985903, -6.018334], [6.263986, -1.227360, -2.300556], [-3.384730, -6.094388, 7.217926], [-7.412640, 7.725958, 3.463753], [-5.271876, 0.820224, 2.442048], [1.271814, 0.734296, -1.613361], [-0.650458, 4.380097, 0.168353], [-7.435380, 6.345391, 3.453366], [-8.286903, 8.470655, 2.696442], [-0.065031, 3.941360, -0.629835], [2.370504, -5.150103, -0.242425], [11.131938, -5.573382, -1.884673], [0.022875, 6.561578, -4.918260], [-0.965942, -2.625758, 4.655194], [9.348557, -6.610967, -1.335134], [-9.247937, 6.425071, 1.874249], [10.490667, -6.503501, -0.023750], [8.803967, -4.642259, -0.940179], [4.115736, -5.299675, -1.830506], [0.789195, -2.241951, 0.767503], [0.540465, -0.891847, 0.970968], [7.936763, -1.527399, -0.200608], [-0.250149, -3.161814, 0.850707], [1.972046, -6.257186, -2.044279], [-0.133737, 1.949810, 0.201999], [1.451110, 2.821996, -2.673042], [-0.461519, -2.969889, 7.066601], [1.334608, -0.160855, 0.901732], [-6.516138, 8.362764, 4.240646], [-1.538117, -2.733599, 1.143433], [5.461699, -1.886129, -0.333506], [5.596401, -5.248327, -3.655990], [-1.490552, -3.376542, 5.232646], [-2.857131, -5.329761, 6.662847], [-6.732837, 5.791736, 4.062832], [7.000839, -3.673213, -3.679600], [10.421703, -6.681810, -1.101098], [2.045591, 2.367356, -3.454792], [-4.981189, 3.395858, 0.261011], [-8.400062, 4.613842, 2.645435], [0.225519, 2.583415, -0.605517], [-6.761313, 2.892976, 1.343342], [-7.064078, 0.338510, 3.541967], [-0.744875, -0.487247, 1.266064], [4.300714, -3.814852, -0.368790], [10.151299, -3.647457, -0.389903], [-1.669007, -4.711057, 8.338613], [1.147804, 4.175579, -2.696099], [6.184229, -4.123435, -3.125684], [-1.192043, 4.577041, -3.788506], [5.973880, -5.666004, -4.586247], [-0.054855, -4.213692, 0.687110], [-8.364371, 5.692411, 2.655909], [4.536918, -5.853388, -3.025038]], "atomic_forces_ev_per_a": [[0.026, -0.129, 0.127], [0.010, -0.001, 0.019], [0.030, 0.010, -0.030], [0.332, -0.560, 0.838], [0.117, -0.171, 0.161], [-0.333, 0.156, 0.063], [-0.136, -0.140, -0.002], [-0.169, -0.130, 0.230], [-0.147, -0.153, -0.219], [-0.607, 0.138, 1.059], [-0.053, 0.011, 0.008], [-0.090, -0.009, -0.018], [-0.085, 0.376, -0.003], [0.270, 0.038, 0.098], [0.006, -0.025, -0.024], [-0.176, -0.142, -0.112], [0.068, -0.150, 0.062], [0.001, 0.133, 0.046], [0.387, -0.085, -0.107], [0.144, -0.028, -0.034], [-0.004, 0.045, -0.030], [0.037, -0.015, 0.013], [0.630, 0.626, -1.081], [0.445, 0.273, 0.170], [0.848, -0.504, 1.510], [-0.189, -0.017, 0.073], [0.021, -0.002, 0.084], [-0.002, -0.165, 0.129], [-0.010, -0.003, 0.023], [-0.018, 0.167, -0.141], [0.027, -0.024, 0.011], [-0.065, -0.589, 0.716], [0.027, 0.017, 0.009], [-1.006, 0.237, -0.170], [0.008, 0.010, -0.030], [-0.376, -0.093, -0.070], [0.010, -0.018, 0.006], [0.043, -0.010, -0.004], [-0.026, 0.013, 0.032], [0.012, 0.020, 0.024], [0.129, 1.122, -0.452], [-0.004, 0.139, 0.094], [0.014, -0.013, -0.021], [-0.023, 0.426, -0.278], [0.090, -0.039, 0.351], [-0.105, -0.169, 0.189], [0.018, 0.001, 0.003], [-1.121, 0.808, 0.077], [-0.191, -0.237, 0.314], [-0.018, 0.032, -0.068], [0.105, 0.205, -0.128], [-0.416, -0.164, -0.209], [-0.015, 0.008, -0.025], [-0.215, -0.167, -0.195], [-0.028, 0.172, -0.126], [-0.006, -0.035, -0.018], [0.003, -0.033, 0.008], [0.156, -0.122, 0.139], [0.001, 0.253, -0.004], [0.094, -0.018, -0.199], [0.036, -0.380, 0.272], [1.542, -0.603, -0.030], [0.040, 0.025, 0.007], [-0.026, -0.027, -0.038], [0.218, -0.169, 0.155], [-0.056, -0.017, -0.059], [0.271, -0.175, -0.180], [0.297, -0.151, -0.307], [-0.691, -0.924, -0.139], [-0.173, -0.080, 0.043], [0.201, 0.251, 0.068], [-0.490, -0.212, 0.196], [0.022, -0.027, -0.010], [0.065, -0.353, 0.167], [0.230, 0.295, -0.413], [0.109, -0.092, -0.201], [0.011, -0.003, -0.039], [0.007, -0.017, -0.003], [0.022, 0.025, 0.023], [0.300, 0.105, -0.238], [-0.163, 0.395, -0.438], [0.146, -0.506, -0.587], [0.145, 0.225, -0.130], [0.106, 0.130, -0.009], [-0.001, 0.027, 0.005], [-0.169, 0.011, 0.067], [-1.430, 0.866, -0.501], [-0.003, -0.035, 0.035], [-0.030, -0.001, -0.003], [-0.031, 0.013, 0.087], [-0.095, -0.198, 0.261], [-0.129, 0.169, -0.155], [-0.027, 0.014, -0.023], [0.084, -0.466, -0.028], [0.294, 0.201, -0.162], [0.154, -0.254, -0.285], [-0.003, -0.004, -0.018], [-0.007, -0.048, 0.190], [0.783, 0.674, -0.429], [-0.001, 0.018, -0.005], [-0.034, 0.122, 0.091], [0.031, 0.027, -0.020], [-0.081, 0.223, -0.021], [0.049, -0.347, -0.086]], "de_lowest_kj_mol": 0.0, "spin_multiplicity": 1, "total_charge": -1, "homo_energy_ev": -2.99, "total_energy_ha": -3141.4005, "mol_weight_da": 871.85, "largest_force_ev_per_a": 1.8, "orbital_gap_ev": 4.70}

No. 2
{"formula": "C6H6", "method": "ωB97M-V/def2-TZVPD", "symbols": ["H", "C", "H", "H", "C", "C", "C", "C", "H", "H", "C", "H"], "positions_angstrom": [[1.725358, -1.152876, -1.954464], [-0.704565, 0.666738, -1.529068], [-1.602290, -0.315323, 2.162870], [2.342169, 0.320277, -1.130235], [-1.679761, -0.333267, -0.901424], [-0.875721, -0.038046, 0.172028], [-1.022790, 0.404524, 1.570184], [1.591587, -0.533251, -0.969152], [-0.060690, 0.627353, 1.921573], [1.654070, -1.080540, -0.027962], [0.309286, 0.100082, -0.905587], [-1.676652, 1.334329, 1.591236]], "atomic_forces_ev_per_a": [[-0.386, 0.739, 2.041], [-0.734, 1.968, -1.692], [0.552, -0.091, -0.170], [-0.711, -1.281, 0.750], [0.231, -0.594, 0.519], [1.441, -0.613, -1.975], [-2.232, 1.287, -0.773], [1.675, 0.069, -2.209], [1.105, 0.241, 1.133], [0.993, -0.163, -0.432], [-2.859, -0.755, 2.798], [0.924, -0.805, 0.010]], "de_lowest_kj_mol": 681.0, "spin_multiplicity": 1, "total_charge": 0, "homo_energy_ev": -8.30, "total_energy_ha": -231.9669, "mol_weight_da": 78.11, "largest_force_ev_per_a": 4.1, "orbital_gap_ev": 8.92}

No. 3
{"formula": "C2H3AgLiO3", "method": "ωB97M-V/def2-TZVPD", "symbols": ["H", "C", "Ag", "C", "O", "H", "O", "Li", "O", "H"], "positions_angstrom": [[2.337931, -0.947407, -0.582254], [1.259319, -0.781731, -0.385716], [-2.570244, 1.420579, 0.791738], [0.838270, 0.591931, 0.041902], [-3.116353, -0.438445, 0.488216], [1.385573, 1.285226, -0.640547], [-0.507220, 0.757404, 0.028694], [-1.407273, -0.946246, -0.229801], [0.459999, -1.689259, -0.548961], [1.319997, 0.747948, 1.036728]], "atomic_forces_ev_per_a": [[-0.123, -0.067, 0.134], [-0.157, -0.167, -0.065], [0.731, 1.845, 0.257], [0.139, 0.386, -0.094], [-0.677, -2.075, -0.313], [-0.038, -0.107, 0.139], [-0.146, -0.385, 0.022], [0.131, 0.418, 0.081], [0.124, 0.195, -0.003], [0.016, -0.042, -0.158]], "de_lowest_kj_mol": 0.0, "spin_multiplicity": 2, "total_charge": 0, "homo_energy_ev": [-8.84, -8.63], "total_energy_ha": -458.1455, "mol_weight_da": 189.85, "largest_force_ev_per_a": 2.2, "orbital_gap_ev": [8.34, 8.01]}

No. 4
{"formula": "C5H11NO", "method": "ωB97M-V/def2-TZVPD", "symbols": ["H", "H", "H", "H", "H", "N", "C", "O", "C", "C", "H", "H", "H", "H", "H", "C", "C", "H"], "positions_angstrom": [[1.044020, -1.435090, 0.683330], [-0.946082, 2.208766, 0.057986], [1.710746, -1.397178, -0.435124], [-1.883173, -1.273352, 0.184099], [-0.188352, -0.780463, 2.078511], [-0.108316, 1.662056, 0.226815], [0.441994, -0.432184, 1.256489], [1.548540, 0.234350, 1.758075], [-0.318057, 0.219436, 0.162519], [0.289839, -0.252939, -1.440125], [-2.311571, 0.235600, 0.999005], [0.587326, 1.983512, -0.437423], [-0.385056, 0.181566, -2.157922], [1.372315, 1.185808, 1.686016], [-2.274527, 0.153699, -0.767654], [-1.783281, -0.189315, 0.143460], [1.377561, -0.927177, -1.565764], [1.826074, -1.377094, -2.432291]], "atomic_forces_ev_per_a": [[-2.414, 2.065, 2.305], [0.005, -0.234, 0.075], [-0.015, 1.269, -3.618], [0.078, -0.020, 0.039], [-0.149, -0.194, -0.185], [-0.302, 0.569, -0.054], [2.246, -3.689, -1.101], [0.334, 0.974, 0.118], [0.713, -0.266, -3.508], [-2.183, 1.719, 3.256], [-0.039, 0.005, 0.065], [-0.031, -0.167, 0.096], [0.149, 0.068, -0.499], [-0.108, -0.059, 0.013], [0.015, 0.049, -0.018], [0.138, 0.264, 0.161], [1.396, -2.636, 3.135], [0.169, 0.281, -0.280]], "de_lowest_kj_mol": 346.1, "smiles": "C=C[C@](C)(N)CO", "spin_multiplicity": 1, "total_charge": 0, "homo_energy_ev": -9.43, "total_energy_ha": -326.9995, "mol_weight_da": 101.15, "largest_force_ev_per_a": 4.5, "orbital_gap_ev": 10.39}

No. 5
{"formula": "C6H10O", "method": "ωB97M-V/def2-TZVPD", "symbols": ["O", "H", "C", "H", "C", "C", "H", "H", "H", "C", "C", "H", "H", "H", "C", "H", "H"], "positions_angstrom": [[0.595299, -1.243226, -0.732275], [-1.680665, 1.839589, -0.435105], [1.452457, 0.818777, 0.285239], [-2.489329, -0.367529, -0.039274], [-1.439973, -0.180783, 0.219769], [-0.618739, -1.457678, -0.052437], [-0.425946, -1.999673, 0.885700], [-1.177230, -2.136454, -0.697701], [-1.430071, 0.054540, 1.288792], [1.603364, -0.659819, 0.054003], [-0.934029, 1.045988, -0.543698], [2.536830, -0.837826, -0.488083], [2.331619, 1.306812, 0.707827], [-0.860608, 0.826673, -1.615972], [0.386935, 1.557150, -0.016142], [0.454243, 2.627914, 0.164087], [1.695844, -1.194458, 1.015274]], "atomic_forces_ev_per_a": [[0.015, 0.083, -0.055], [0.106, -0.066, -0.062], [-0.115, 0.090, -0.075], [0.152, -0.006, -0.006], [-0.059, -0.015, 0.093], [-0.244, -0.189, 0.062], [-0.004, 0.082, -0.054], [-0.041, 0.057, -0.021], [0.050, -0.010, -0.077], [0.220, 0.034, 0.094], [-0.047, 0.030, -0.024], [0.000, 0.048, 0.051], [-0.127, -0.065, -0.081], [-0.003, 0.008, 0.138], [0.157, -0.050, 0.083], [-0.014, -0.097, -0.011], [-0.046, 0.066, -0.053]], "de_lowest_kj_mol": 64.1, "smiles": "C1=CCOCCC1", "spin_multiplicity": 1, "total_charge": 0, "homo_energy_ev": -9.26, "total_energy_ha": -309.8180, "mol_weight_da": 98.14, "largest_force_ev_per_a": 0.3, "orbital_gap_ev": 10.34}